C63H166N10O24 | the ωB97M-V functional and the def2-TZVPD basis

energy relative to the best compared isomer or geometry (same formula, charge and spin)	733.46	kJ/mol
LUMO level	0.32	eV
Kohn-Sham gap	0.3163	Eh

Last column: Löwdin charge in e.
Geometry (Å):
1 O 10.318 -12.507 11.920  -0.065
2 O 14.165 -7.221 0.757  -0.175
3 O 11.913 -12.612 3.277  -0.227
4 O 2.263 -10.607 8.890  -0.175
5 O 10.076 -9.426 5.172  -0.196
6 O 6.209 -2.288 10.340  -0.190
7 O 5.912 -11.625 6.142  -0.133
8 O 6.638 -11.751 1.566  -0.090
9 O 10.418 -4.133 1.352  -0.072
10 O 9.764 -7.543 15.643  -0.197
11 O 3.277 -13.231 0.936  -0.228
12 O 9.480 -14.854 4.660  0.019
13 O 14.488 -10.023 7.580  -0.229
14 O 5.259 -10.471 15.194  -0.091
15 O 6.415 -8.711 9.134  -0.174
16 O 7.906 -6.756 11.958  -0.191
17 O 8.009 -8.734 -1.763  -0.071
18 O 17.372 -11.536 4.599  -0.216
19 O 5.581 -8.119 3.697  -0.172
20 O 15.421 -2.417 -1.724  -0.205
21 O 2.136 -6.456 10.100  -0.226
22 O 7.168 -5.163 6.517  -0.200
23 O 17.335 -7.395 9.710  -0.181
24 O 4.590 -14.786 11.755  -0.078
25 N 15.253 -13.687 4.176  -0.050
26 N 11.160 -14.295 6.027  0.186
27 N 5.207 -3.503 8.186  -0.091
28 N 14.582 -4.166 0.243  -0.042
29 N 9.535 -15.482 6.858  0.158
30 N 1.865 -9.202 11.080  -0.064
31 N 9.607 -5.066 13.750  -0.049
32 N 4.019 -10.592 1.901  -0.075
33 N 8.373 -10.659 7.303  -0.072
34 N 16.610 -10.361 9.354  -0.065
35 C 10.018 -14.847 5.770  -0.740
36 C 18.409 -10.526 4.503  -0.078
37 C 6.592 -8.697 2.921  -0.109
38 C 8.421 -4.549 13.072  -0.228
39 C 3.031 -14.561 0.424  -0.073
40 C 3.231 -10.032 8.080  -0.112
41 C 3.577 -12.158 0.064  -0.219
42 C 6.653 -12.387 2.755  -0.368
43 C 16.692 -11.782 3.375  -0.212
44 C 8.222 -10.347 8.777  -0.130
45 C 4.464 -9.035 3.918  -0.180
46 C 18.273 -8.418 9.769  -0.265
47 C 13.997 -2.649 -1.646  -0.236
48 C 14.556 -5.299 -0.597  -0.229
49 C 5.566 -14.200 12.562  -0.281
50 C 6.520 -13.927 2.495  -0.043
51 C 6.557 -1.327 11.291  -0.094
52 C 8.364 -4.821 5.827  -0.095
53 C 17.623 -9.755 10.212  -0.190
54 C 3.293 -10.774 0.660  -0.189
55 C 10.680 -10.347 11.004  -0.055
56 C 10.282 -6.240 15.852  -0.212
57 C 7.366 -5.626 12.802  -0.131
58 C 9.575 -9.374 -0.096  -0.087
59 C 6.164 -9.560 14.552  -0.280
60 C 13.318 -10.002 6.742  -0.077
61 C 10.571 -9.092 3.920  -0.129
62 C 5.077 -3.019 10.569  -0.232
63 C 10.388 -8.588 16.376  -0.121
64 C 15.527 -10.915 7.214  -0.183
65 C 13.395 -8.358 1.099  -0.114
66 C 8.202 -6.318 10.630  -0.106
67 C 13.644 -3.102 -0.241  -0.172
68 C 3.023 -8.363 11.448  -0.165
69 C 6.737 -13.578 7.097  -0.091
70 C 9.051 -4.005 1.652  -0.315
71 C 2.779 -11.188 10.068  -0.201
72 C 6.326 -10.182 13.172  -0.081
73 C 6.753 -10.073 9.117  -0.213
74 C 2.514 -6.868 11.467  -0.161
75 C 9.346 -5.171 15.211  -0.196
76 C 9.945 -10.851 5.473  -0.126
77 C 8.453 -5.397 1.976  -0.076
78 C 6.656 -13.646 11.543  -0.066
79 C 17.818 -6.190 9.089  -0.092
80 C 3.606 -9.440 2.726  -0.178
81 C 10.699 -11.241 12.263  -0.348
82 C 16.848 -10.446 7.923  -0.181
83 C 6.182 -8.158 7.861  -0.089
84 C 10.931 -13.255 2.512  -0.108
85 C 13.530 -6.433 -0.226  -0.193
86 C 4.931 -4.387 7.043  -0.176
87 C 4.806 -4.106 9.409  -0.185
88 C 2.137 -10.582 11.345  -0.194
89 C 16.154 -13.257 3.153  -0.189
90 C 0.833 -5.825 10.069  -0.099
91 C 15.780 -1.939 -3.047  -0.087
92 C 8.369 -8.533 -0.400  -0.309
93 C 5.592 -13.038 6.319  -0.260
94 C 6.070 -4.403 6.001  -0.183
95 C 13.177 -13.149 3.032  -0.232
96 C 9.637 -11.141 7.005  -0.217
97 C 14.041 -12.870 4.245  -0.199
98 H 7.553 -8.221 3.113  0.075
99 H 7.348 -0.834 10.726  0.100
100 H 17.142 -9.465 7.549  0.103
101 H 13.564 -9.138 0.357  0.090
102 H 6.912 -13.156 8.087  0.068
103 H 6.109 -10.586 8.402  0.090
104 H 11.469 -8.537 16.245  0.082
105 H 9.118 -5.594 5.974  0.093
106 H 19.165 -8.198 10.355  0.120
107 H 6.448 -11.284 6.861  0.000
108 H 15.236 -1.004 -3.186  0.081
109 H 7.146 -14.084 1.617  0.071
110 H 5.963 -11.077 1.674  0.022
111 H 8.837 -9.467 8.967  0.115
112 H 12.636 -9.350 7.287  0.089
113 H 13.456 -6.981 -1.165  0.115
114 H 10.546 -10.896 10.072  0.047
115 H 10.285 -13.102 12.673  0.092
116 H 6.202 -3.330 8.184  0.099
117 H 8.080 -3.697 13.660  0.111
118 H 13.589 -8.813 2.070  0.071
119 H 12.333 -8.162 1.251  0.066
120 H 10.005 -9.258 0.898  0.055
121 H 7.034 -5.976 13.779  0.107
122 H 6.473 -5.230 12.318  0.098
123 H 6.608 -14.654 7.214  0.075
124 H 11.251 -6.145 15.362  0.120
125 H 7.002 -8.325 7.162  0.089
126 H 1.126 -10.983 11.418  0.110
127 H 15.846 -9.710 9.466  0.094
128 H 2.673 -10.833 12.260  0.116
129 H 18.624 -8.524 8.742  0.097
130 H 2.679 -9.275 7.523  0.098
131 H 10.761 -14.306 2.746  0.079
132 H 2.797 -12.278 10.106  0.114
133 H 2.583 -9.724 2.972  0.117
134 H 16.850 -1.770 -3.166  0.085
135 H 10.419 -10.695 7.619  0.098
136 H 11.394 -13.567 5.368  0.078
137 H 3.255 -6.145 11.810  0.099
138 H 13.203 -14.169 2.649  0.136
139 H 11.250 -13.239 1.470  0.090
140 H 3.483 -8.553 2.105  0.122
141 H 12.546 -6.082 0.084  0.108
142 H 10.239 -8.124 3.545  0.088
143 H 15.480 -2.595 -3.865  0.081
144 H 10.073 -9.548 15.967  0.075
145 H 11.682 -14.550 6.853  0.123
146 H 9.623 -4.229 15.684  0.110
147 H 15.930 -11.011 3.256  0.105
148 H 9.705 -6.027 13.455  0.090
149 H 19.345 -11.084 4.479  0.086
150 H 7.561 -12.233 3.337  0.091
151 H 10.840 -11.396 5.174  0.086
152 H 5.773 -12.020 3.284  0.083
153 H 5.722 -8.563 14.556  0.108
154 H 8.720 -3.812 6.034  0.091
155 H 5.403 -10.040 12.609  0.055
156 H 4.649 -13.123 6.859  0.098
157 H 5.315 -13.496 5.370  0.107
158 H 5.774 -4.815 5.037  0.120
159 H 3.333 -15.346 1.117  0.077
160 H 10.197 -9.844 3.225  0.065
161 H 3.773 -8.630 10.705  0.098
162 H 8.446 -3.573 0.855  0.106
163 H 10.018 -15.374 7.739  0.105
164 H 3.656 -14.691 -0.459  0.093
165 H 13.679 -2.191 0.357  0.119
166 H 0.784 -5.408 9.063  0.082
167 H 3.987 -9.586 8.725  0.060
168 H 17.648 -11.176 7.806  0.120
169 H 10.046 -10.763 12.993  0.098
170 H 7.615 -9.589 -1.952  0.085
171 H 0.070 -6.590 10.212  0.083
172 H 3.777 -4.450 9.308  0.108
173 H 4.165 -2.422 10.562  0.109
174 H 7.375 -12.890 11.859  0.039
175 H 1.955 -14.730 0.384  0.085
176 H 10.288 -9.216 -0.905  0.073
177 H 6.812 -9.755 3.067  0.081
178 H 6.551 -11.248 13.175  0.053
179 H 6.303 -8.335 1.934  0.085
180 H 14.586 -5.103 -1.669  0.102
181 H 4.707 -9.905 4.528  0.099
182 H 17.048 -5.425 9.193  0.087
183 H 17.271 -9.512 11.214  0.117
184 H 6.221 -13.309 10.602  0.050
185 H 6.144 -7.074 7.970  0.064
186 H 11.692 -9.944 10.971  0.076
187 H 6.427 -3.380 5.887  0.117
188 H 4.720 -5.363 7.481  0.094
189 H 4.939 -3.395 11.583  0.102
190 H 3.315 -9.954 -0.058  0.127
191 H 8.923 -3.291 2.466  0.109
192 H 5.417 -4.996 9.557  0.090
193 H 13.428 -1.723 -1.728  0.118
194 H 5.474 -14.129 2.264  0.054
195 H 9.171 -11.219 4.799  0.109
196 H 10.013 -12.700 2.700  0.083
197 H 12.630 -3.502 -0.202  0.101
198 H 1.732 -9.180 10.079  0.089
199 H 11.602 -9.415 3.771  0.075
200 H 17.017 -13.918 3.078  0.117
201 H 6.481 -10.522 10.072  0.108
202 H 7.573 -8.881 0.258  0.089
203 H 15.084 -11.886 7.438  0.123
204 H 9.013 -5.737 2.847  0.055
205 H 7.014 -14.507 3.275  0.056
206 H 15.420 -3.629 0.072  0.090
207 H 3.959 -3.956 6.803  0.119
208 H 0.718 -5.022 10.798  0.080
209 H 5.766 -0.652 11.619  0.090
210 H 9.013 -5.621 10.417  0.087
211 H 3.700 -10.580 7.263  0.078
212 H 4.574 -14.350 10.900  0.061
213 H 15.528 -5.780 -0.492  0.124
214 H 12.879 -10.985 6.913  0.075
215 H 1.718 -6.814 12.209  0.110
216 H 3.472 -8.616 12.408  0.099
217 H 13.765 -3.345 -2.452  0.108
218 H 3.801 -8.622 4.678  0.113
219 H 11.671 -11.222 12.756  0.106
220 H 18.619 -10.044 5.458  0.066
221 H 4.053 -11.374 2.538  0.104
222 H 15.793 -13.663 5.029  0.105
223 H 10.414 -6.134 16.929  0.118
224 H 3.854 -11.009 10.084  0.094
225 H 10.450 -4.614 0.522  0.068
226 H 6.910 -1.841 12.185  0.073
227 H 5.256 -8.303 7.304  0.085
228 H 9.422 -10.414 -0.385  0.075
229 H 7.672 -13.455 6.551  0.058
230 H 4.391 -10.091 15.044  0.071
231 H 7.184 -9.702 12.700  0.066
232 H 8.634 -7.499 -0.177  0.086
233 H 7.449 -5.326 2.394  0.071
234 H 7.149 -9.524 15.017  0.104
235 H 8.581 -11.196 9.360  0.105
236 H 17.364 -11.502 2.564  0.108
237 H 5.997 -14.904 13.273  0.106
238 H 13.490 -12.505 2.211  0.121
239 H 14.206 -11.796 4.325  0.094
240 H 7.459 -14.347 11.315  0.067
241 H 9.859 -9.639 11.116  0.065
242 H 8.817 -16.167 6.672  0.114
243 H 8.903 -4.074 12.217  0.106
244 H 2.770 -12.423 -0.619  0.117
245 H 13.454 -9.693 5.705  0.087
246 H 10.284 -8.799 17.441  0.081
247 H 15.700 -13.256 2.162  0.110
248 H 13.436 -13.057 5.132  0.099
249 H 7.314 -5.808 10.259  0.065
250 H 18.257 -9.734 3.770  0.094
251 H 18.032 -6.318 8.028  0.081
252 H 15.619 -10.733 6.143  0.094
253 H 8.326 -7.156 9.944  0.070
254 H 2.219 -10.870 0.824  0.107
255 H 5.175 -13.463 13.263  0.093
256 H 8.336 -5.396 15.553  0.109
257 H 8.269 -9.827 6.741  0.096
258 H 8.198 -4.815 4.750  0.054
259 H 18.754 -5.794 9.486  0.081
260 H 9.667 -12.200 7.262  0.105
261 H 4.572 -12.132 -0.380  0.117
262 H 8.490 -6.089 1.135  0.045
263 H 18.450 -10.461 10.286  0.109

---

C3H7N2O2 | the ωB97M-V functional and the def2-TZVPD basis

total charge	+1
energy relative to the best compared isomer or geometry (same formula, charge and spin)	441.51	kJ/mol
LUMO level	-3.77	eV
Kohn-Sham gap	0.3756	Eh
structure (SMILES)	C1CO[C@@]2(NO2)[NH2+]1

Last column: Löwdin charge in e.
Geometry (Å):
1 O 0.505 -1.111 -0.604  0.081
2 O -1.713 -1.008 0.578  -0.041
3 N 0.039 0.654 0.811  0.176
4 N -0.747 -1.674 1.416  0.100
5 C 0.829 0.124 -1.284  -0.048
6 C -0.121 -0.844 0.479  -0.431
7 C 0.018 1.194 -0.550  -0.062
8 H 0.374 2.154 -0.658  0.125
9 H -0.557 1.077 1.531  0.211
10 H 0.879 0.968 1.286  0.194
11 H 1.936 0.273 -1.029  0.168
12 H -1.043 1.072 -0.844  0.163
13 H 0.531 -0.178 -2.351  0.186
14 H -0.929 -2.701 1.219  0.179

---

no.,total energy (hartree)
1,-4852.50381
2,-378.08566